(1)
A structure of composition C26H22AsNOPtS3, computed with ωB97M-V/def2-TZVPD.

Structure (XYZ):
```
55
Properties=species:S:1:pos:R:3
Pt 0.46285 -1.19714 0.93616
S 2.47843 -0.34405 1.13992
C 2.43870 1.38266 0.75428
C 3.58205 2.12208 1.06285
C 3.65167 3.46661 0.74219
C 2.58114 4.08552 0.10865
C 1.43717 3.35769 -0.18665
C 1.35448 2.00969 0.13973
As -0.20865 0.92844 -0.23866
C -1.35251 1.37089 1.27971
C -2.69508 1.01145 1.21123
C -3.52309 1.19710 2.30703
C -3.01122 1.73660 3.48055
C -1.66869 2.07562 3.55785
C -0.83654 1.88633 2.46069
C -1.13457 1.96929 -1.59693
C -1.95416 3.04382 -1.26545
C -2.50358 3.82154 -2.27685
C -2.24234 3.52569 -3.60842
C -1.44506 2.43869 -3.93621
C -0.88968 1.65885 -2.93157
H 4.41127 1.62874 1.55421
H 4.53989 4.03295 0.98993
H 2.63531 5.13210 -0.16082
H 0.60162 3.84824 -0.67099
H -3.09489 0.57372 0.30330
H -4.56504 0.91036 2.25003
H -3.65763 1.88354 4.33596
H -1.26336 2.48402 4.47480
H 0.21375 2.14345 2.53110
H -2.16149 3.27819 -0.23030
H -3.14244 4.65674 -2.02036
H -2.66365 4.14378 -4.39086
H -1.26374 2.19156 -4.97430
H -0.27281 0.80211 -3.17977
S -3.16857 -3.38693 2.99827
C -2.07018 -2.57345 2.14601
N -1.29303 -1.98432 1.48896
C 0.05941 -4.42918 -2.91862
S -0.23489 -3.09381 -1.76204
O 0.38812 -1.89075 -2.39868
C 0.90473 -3.70082 -0.50245
C 2.25837 -3.41897 -0.61283
C 3.13774 -3.97331 0.30487
C 2.66320 -4.81516 1.30383
C 1.30934 -5.11481 1.38585
C 0.42133 -4.55987 0.47612
H 1.11969 -4.42918 -3.16977
H -0.54608 -4.23420 -3.80188
H -0.23208 -5.37277 -2.45733
H 2.59982 -2.76263 -1.40452
H 4.19241 -3.73668 0.24741
H 3.35132 -5.23327 2.02713
H 0.94080 -5.77095 2.16316
H -0.63956 -4.77583 0.53449
```

Its spin multiplicity is 3. The HOMO energy (spin up / spin down) is -7.62 / -7.93 eV. The value obtained for the energy relative to the best compared isomer or geometry (same formula, charge and spin) is 30.9 kJ/mol. Its expectation value of S² is 2.020. The orbital gap (spin up / spin down) is 8.191 / 5.737 eV. As for the LUMO energy (spin up / spin down): 0.57 / -2.19 eV.

(2)
A structure of composition C26H22BBrGaN5O2S, computed with ωB97M-V/def2-TZVPD.

Structure (XYZ):
```
59
Properties=species:S:1:pos:R:3
Ga 0.00348 -0.08111 0.38986
C 2.22206 -3.02301 1.42242
C 2.03655 -1.94690 2.45143
C 3.01716 -1.86734 3.44025
C 2.95669 -0.88793 4.38826
C 1.90518 0.04695 4.33807
C 0.90828 -0.09085 3.35619
N 1.04117 -1.03651 2.38614
C -0.28419 0.78015 3.33998
C -0.72906 1.59615 4.42625
C -1.71963 2.53408 4.27203
C -2.26612 2.65859 2.99835
C -1.78296 1.93431 1.91363
N -0.80975 0.98632 2.13369
C -2.08605 2.15510 0.51208
C -2.53954 3.44505 0.14128
C -2.89997 3.66382 -1.15439
C -2.92404 2.60367 -2.07301
C -2.49951 1.33886 -1.59848
C -2.68963 0.24460 -2.52971
N -1.94313 1.14620 -0.35110
H 2.37654 -3.96828 2.00537
H 1.47636 -3.18590 0.60864
H 3.12945 -2.77188 0.80108
H 3.83793 -2.55724 3.43917
H 3.58669 -1.01122 5.24753
H 1.82355 0.91317 5.04097
H -0.32046 1.37414 5.41664
H -2.12693 3.09946 5.14209
H -3.04647 3.38353 2.80121
H -2.54844 4.31440 0.86772
H -3.34306 4.60242 -1.45573
H -3.32488 2.67648 -3.10167
H -3.73095 0.26686 -2.87998
H -1.94980 0.25207 -3.34994
H -2.56716 -0.73455 -2.11537
Br 3.47609 -3.28337 -3.38330
C 2.48909 -1.79287 -4.01262
C 2.51430 -1.70921 -5.42437
C 2.23990 -0.48183 -6.01782
C 1.68599 0.56712 -5.25858
C 1.40454 0.34890 -3.93244
C 1.87342 -0.77385 -3.27354
C 1.63135 -0.92120 -1.79985
O 2.53793 -1.35612 -1.05443
O 0.37176 -0.61966 -1.41954
H 2.70425 -2.55639 -6.10751
H 2.40142 -0.31327 -7.05505
H 1.52299 1.57913 -5.76355
H 0.85640 1.20185 -3.40447
S 4.00494 2.06887 0.36570
C 2.50248 1.61258 0.17880
N 1.35226 1.22729 0.11957
B -3.31633 -3.25229 0.79259
C -2.14361 -2.24252 0.70449
N -1.25884 -1.54939 0.54154
H -3.81926 -3.61172 -0.32537
H -3.00851 -4.22078 1.48370
H -4.21190 -2.77490 1.37511
```

The HOMO energy is -8.50 eV. The value obtained for the energy relative to the best compared isomer or geometry (same formula, charge and spin) is 46.5 kJ/mol. The orbital gap is 7.284 eV. As for the LUMO energy: -1.22 eV.

(3)
A structure of composition C26H22BClF6O2S, computed with ωB97M-V/def2-TZVPD.

Structure (XYZ):
```
59
Properties=species:S:1:pos:R:3
C 4.91110 -3.04671 1.77023
C 3.81819 -2.02765 1.56546
C 3.98324 -0.66784 1.63567
C 2.83228 0.10674 1.35328
C 1.77280 -0.66995 0.94231
B -0.28416 -0.27101 1.31751
C 0.67529 -0.19971 -0.08338
C 0.35804 -1.13151 -1.15460
C 0.52417 -0.83993 -2.49953
C 0.17726 -1.89529 -3.52222
F -0.10254 -1.31095 -4.73573
F 1.19383 -2.77684 -3.71052
F -0.92942 -2.59586 -3.14060
C 0.94585 0.43697 -2.89612
C 1.14048 1.43411 -1.92108
C 1.47573 2.85491 -2.30978
F 0.83388 3.74579 -1.48430
F 2.81404 3.09998 -2.22161
F 1.07668 3.11277 -3.58805
C 0.93459 1.13582 -0.59131
O -0.47018 -1.62994 1.82280
C -0.41714 -1.58691 3.23998
C -0.03590 -0.15994 3.61601
O 0.10277 0.55774 2.41975
S 2.17318 -2.38273 1.11852
H 5.85113 -2.53359 2.00990
H 4.70935 -3.74512 2.58546
H 5.08617 -3.62771 0.86298
H 4.94465 -0.23263 1.86715
H 2.77583 1.17455 1.38601
H 0.05542 -2.15798 -0.86637
H 1.09011 0.66886 -3.93860
H 1.11782 1.93247 0.16925
H -1.39085 -1.89515 3.65785
H 0.35643 -2.29540 3.53142
H -0.77298 0.33097 4.26917
H 0.95075 -0.12689 4.08313
Cl -2.77509 1.60693 -5.19699
C -2.56658 1.32510 -3.53369
C -2.82306 0.04807 -3.00967
C -2.58140 -0.22196 -1.67285
C -1.98593 0.76133 -0.84969
C -1.50994 0.48213 0.61043
C -1.95434 1.69194 1.52135
C -2.83334 1.12848 2.60067
C -3.04943 -0.33024 2.25153
C -2.36801 -0.68825 1.11907
C -1.87969 2.07225 -1.35191
C -2.12770 2.32999 -2.67956
H -3.19161 -0.73989 -3.66118
H -2.87986 -1.19259 -1.26379
H -1.16427 2.33731 1.86111
H -2.60227 2.23209 0.91353
H -2.49530 1.23285 3.62272
H -3.81222 1.62429 2.53443
H -3.67771 -1.03447 2.79406
H -2.42502 -1.65727 0.61243
H -1.62472 2.88890 -0.68865
H -1.95043 3.31859 -3.09339
```

The HOMO energy is -7.59 eV. The value obtained for the energy relative to the best compared isomer or geometry (same formula, charge and spin) is 101.8 kJ/mol. The orbital gap is 6.141 eV. As for the LUMO energy: -1.45 eV.

(4)
A structure of composition C26H22BN10O3Zn, computed with ωB97M-V/def2-TZVPD.

Structure (XYZ):
```
63
Properties=species:S:1:pos:R:3
Zn -0.22309 0.18202 -0.19759
O 4.48955 2.31012 1.79651
C 3.90117 3.28002 1.06640
C 4.70686 4.35326 0.69361
C 4.17921 5.40859 -0.02187
C 2.83217 5.42025 -0.38454
C 2.03881 4.34516 -0.04133
C 2.55228 3.25822 0.67246
C 1.63883 2.12574 0.94568
O 0.52360 2.05596 0.36589
N 2.04062 1.24770 1.88693
N 1.25236 0.21340 2.02940
C 1.26443 -0.76021 2.85871
C 0.08580 -1.53410 3.09056
C 0.09435 -2.64460 3.95092
C -1.05583 -3.35025 4.18815
C -2.24797 -2.93515 3.56607
C -2.28350 -1.85800 2.71148
C -1.11288 -1.10796 2.44477
O -1.11002 -0.08491 1.64667
H 3.80625 1.67658 2.07520
H 5.74975 4.33631 0.98747
H 4.82109 6.23748 -0.29779
H 2.41420 6.25978 -0.92613
H 0.98994 4.32285 -0.30992
H 2.17940 -0.97739 3.41338
H 1.02765 -2.93817 4.42185
H -1.05022 -4.21084 4.84449
H -3.16753 -3.47507 3.76729
H -3.21210 -1.55058 2.24845
C -3.84956 -1.85466 -1.29368
C -3.18944 -0.84796 -0.58562
N -1.96781 -0.66574 -1.06488
N -1.81306 -1.52290 -2.10572
C -2.93083 -2.26794 -2.23353
B -0.45698 -1.47055 -2.88418
N -0.11426 0.02041 -3.17621
C 0.01969 0.64836 -4.36008
C 0.34287 1.96568 -4.11600
C 0.39222 2.06406 -2.71980
N 0.10896 0.89237 -2.16470
N 0.63896 -2.07770 -1.93433
C 1.46672 -3.11807 -2.13665
C 2.27771 -3.25808 -1.02911
C 1.87701 -2.23356 -0.17254
N 0.88843 -1.52972 -0.71090
N -0.47747 -2.19962 -4.23349
C -1.46980 -2.62927 -5.06025
C -0.90104 -3.07063 -6.22473
C 0.47918 -2.85961 -6.03476
N 0.73209 -2.32753 -4.85228
H -4.84272 -2.24345 -1.13834
H -3.51769 -0.25843 0.25583
H -3.00289 -3.07151 -2.94077
H -0.10473 0.12341 -5.29415
H 0.52458 2.73906 -4.84525
H 0.60976 2.91211 -2.09080
H 1.43980 -3.68091 -3.05359
H 3.05272 -3.99121 -0.87231
H 2.25461 -1.98463 0.80852
H -2.51043 -2.56283 -4.80878
H -1.40612 -3.48390 -7.08405
H 1.29666 -3.06407 -6.71389
```

Its spin multiplicity is 2. The HOMO energy (spin up / spin down) is -8.07 / -8.13 eV. Its expectation value of S² is 0.763. The orbital gap (spin up / spin down) is 7.757 / 5.951 eV. As for the LUMO energy (spin up / spin down): -0.31 / -2.17 eV.

Number 1: DFT total energy -127446.239 eV. Number 2: DFT total energy -172796.015 eV. Number 3: DFT total energy -71751.013 eV. Number 4: DFT total energy -97459.414 eV.